# 1
17 unconnected molecules or ions with the total composition C12H58N3O22P2 in a non-equilibrium geometry, computed with the ωB97M-V functional and the def2-TZVPD basis.

Last column: Löwdin charge in e.
Geometry (Å):
N1 -3.4523 0.2788 2.4560  0.23
C1 -2.4979 0.5681 1.8172  -0.34
O1 -1.4996 0.7839 1.0157  0.06
C2 -0.9013 -0.3703 0.4418  -0.40
C3 -1.8153 -1.5902 0.3915  -0.13
C4 -3.0206 -1.4368 -0.5463  -0.17
C5 -4.2399 -2.2034 -0.0517  -0.19
C6 -4.1562 -3.7096 -0.3694  -0.22
N2 -4.2502 -4.5231 0.8789  0.01
C7 -0.5840 -0.0377 -1.0366  -0.09
O2 0.6447 0.5983 -1.3026  -0.05
C8 1.2973 1.1076 -0.1628  -0.36
C9 2.5351 1.8406 -0.5390  -0.13
C10 2.2115 3.1217 -1.2915  -0.14
C11 1.4277 4.1331 -0.4495  -0.20
O3 0.1062 4.3505 -0.9732  -0.08
C12 1.6097 -0.0261 0.7699  -0.09
N3 0.3475 -0.7964 1.1729  -0.15
P1 0.1609 -0.8230 2.9823  1.04
P2 0.4752 1.2137 3.6872  0.27
O4 0.8553 2.1810 2.6534  -0.27
O5 -0.8102 1.6817 4.4731  -0.12
O6 1.6505 1.0247 4.7476  -0.15
H1 -1.2246 -2.3967 -0.0352  0.13
H2 -2.1144 -1.9271 1.3790  0.11
H3 -3.2556 -0.3967 -0.7327  0.12
H4 -2.7701 -1.8444 -1.5167  0.12
H5 -5.0878 -1.8123 -0.5963  0.09
H6 -4.4213 -2.0198 0.9980  0.09
H7 -4.9696 -4.0280 -1.0015  0.09
H8 -3.2208 -3.9750 -0.8460  0.11
H9 -3.5320 -4.1618 1.4931  0.06
H10 -5.1181 -4.2471 1.3203  0.07
H11 -1.3981 0.5342 -1.4576  0.13
H12 -0.5510 -0.9830 -1.5528  0.11
H13 0.6303 1.8332 0.3021  0.13
H14 3.1729 1.2069 -1.1346  0.12
H15 3.0207 2.1423 0.3799  0.10
H16 1.5953 2.8955 -2.1519  0.11
H17 3.1335 3.5914 -1.5819  0.10
H18 1.2884 3.7835 0.5696  0.09
H19 1.8955 5.1036 -0.4077  0.12
H20 -0.3862 3.5284 -0.9587  0.05
H21 2.1744 0.3385 1.6112  0.10
H22 2.2672 -0.7073 0.2439  0.14
H23 0.5187 -1.7665 0.9147  0.15
H24 1.3031 -1.5151 3.4089  -0.02
H25 -0.7627 2.6479 4.4928  0.11
H26 1.6721 1.7613 5.3708  0.10
O7 0.7591 -2.5067 -2.6096  -0.04
H27 1.2201 -1.7281 -2.2784  0.00
H28 1.4632 -3.0906 -2.9108  0.06
O8 -5.8894 -4.8016 -3.2568  -0.06
H29 -5.8348 -5.5227 -3.8908  0.04
H30 -6.8253 -4.7480 -3.0412  0.04
O9 4.8299 0.0389 0.4912  -0.05
H31 5.1676 0.6000 1.2014  0.02
H32 5.5230 0.0579 -0.1760  0.06
O10 -7.4825 -1.7371 0.1720  -0.05
H33 -7.2310 -1.6007 1.0903  0.04
H34 -8.2826 -1.2128 0.0694  0.04
O11 -0.2489 -2.9807 5.1209  -0.10
H35 -0.0898 -2.8692 6.0648  0.05
H36 -1.0438 -2.4624 4.9544  0.01
O12 3.4051 4.4431 -3.8169  -0.05
H37 3.5017 3.7065 -4.4314  0.05
H38 2.4566 4.5171 -3.6830  0.03
O13 6.3624 1.1573 3.2882  -0.06
H39 6.1103 1.3681 4.1921  0.03
H40 6.9942 0.4401 3.3876  0.04
O14 5.1129 -0.7882 5.1933  -0.05
H41 5.2317 -1.5369 4.6012  0.04
H42 4.1612 -0.7329 5.3186  0.02
O15 -1.4088 2.5612 -2.7370  -0.05
H43 -2.0739 2.2287 -3.3470  0.05
H44 -1.1919 3.4262 -3.0953  0.02
O16 6.4159 3.5945 -3.5875  -0.06
H45 6.5997 3.7286 -2.6543  0.03
H46 5.6357 4.1338 -3.7531  0.00
O17 1.8040 -0.0892 -4.5003  -0.05
H47 1.5826 0.0692 -3.5762  0.00
H48 2.4463 -0.8038 -4.4839  0.03
O18 -0.3186 7.4943 -1.6394  -0.06
H49 -0.1974 7.8729 -0.7650  0.03
H50 -0.2471 6.5438 -1.5036  -0.01
O19 -4.1512 -7.8817 0.6105  -0.06
H51 -4.1793 -6.9208 0.5073  0.00
H52 -5.0752 -8.1400 0.6376  0.04
O20 3.8314 3.7567 1.9760  -0.04
H53 3.1263 3.3622 2.5034  0.01
H54 4.6196 3.2564 2.2177  0.03
O21 -1.5792 -7.0457 -0.4972  -0.07
H55 -2.2485 -7.5157 0.0209  -0.01
H56 -0.7729 -7.5472 -0.3534  0.03
O22 -1.0373 3.5946 -5.4168  -0.04
H57 -0.5397 4.3773 -5.1575  0.04
H58 -0.3655 2.9804 -5.7317  0.05

Properties
charge = +1
2S+1 = 1
E = -81471.588 eV
Kohn-Sham gap = 8.068 eV

# 2
A molecular structure, C12H5Br2Cl33IO6P3S in a non-equilibrium geometry, computed with the ωB97M-V functional and the def2-TZVPD basis.

Last column: Löwdin charge in e.
Geometry (Å):
O1 -0.8935 -1.1687 -1.7178  0.07
C1 -1.1352 -0.0489 -1.6102  -0.63
O2 -2.3397 0.4289 -1.1239  -0.20
C2 -2.3774 1.8335 -1.4290  -0.97
I1 -3.1863 1.8461 -3.4444  1.01
P1 -3.8857 2.4258 -0.3812  0.50
O3 -3.6169 3.9714 0.1679  -0.39
Cl1 -3.9998 1.2860 1.4086  0.23
C3 -0.9171 2.3551 -1.1654  -0.68
P2 -0.7207 2.3881 0.7426  0.61
O4 -0.7795 0.8374 1.3306  -0.38
Br1 1.3710 3.0933 1.2863  0.31
P3 -0.3278 3.9242 -1.9583  0.19
O5 -0.6560 3.9984 -3.5741  -0.28
O6 1.3119 4.0970 -1.8295  -0.26
S1 -1.0972 5.5134 -1.1770  0.34
C4 -0.1640 1.1696 -1.9351  -0.58
Br2 1.5450 0.5161 -1.2382  0.78
H1 -4.1658 4.0597 0.9681  0.05
H2 0.0922 0.4012 1.3279  0.03
H3 0.0314 3.5063 -4.0627  0.08
H4 1.7537 3.2289 -1.7410  0.01
H5 -0.2234 1.2714 -3.0390  0.09
C5 -3.7532 -2.3398 -4.2755  -2.03
Cl2 -2.3638 -1.4983 -4.9946  0.49
Cl3 -3.5112 -4.0887 -4.4117  0.52
Cl4 -3.9106 -1.9003 -2.5736  0.56
Cl5 -5.2274 -1.8774 -5.1419  0.52
C6 0.9027 -4.6478 -0.7780  -2.01
Cl6 -0.6196 -4.7364 -1.6779  0.53
Cl7 1.3953 -2.9504 -0.6286  0.49
Cl8 0.6765 -5.3459 0.8310  0.49
Cl9 2.1532 -5.5552 -1.6417  0.53
C7 3.6738 -3.8897 3.7127  -2.04
Cl10 2.9306 -3.0701 2.3332  0.47
Cl11 3.7770 -5.6255 3.3778  0.52
Cl12 5.2999 -3.2403 3.9764  0.52
Cl13 2.6884 -3.6242 5.1592  0.53
C8 4.6721 1.8049 3.0236  -2.02
Cl14 3.5784 2.1108 4.3852  0.51
Cl15 6.3062 1.5132 3.6345  0.54
Cl16 4.1158 0.3849 2.1262  0.47
Cl17 4.6861 3.2064 1.9437  0.47
C9 3.3482 7.0761 3.2829  -2.04
Cl18 3.9511 7.0246 1.6178  0.52
Cl19 4.3635 8.1610 4.2460  0.52
Cl20 1.6808 7.6673 3.2882  0.53
Cl21 3.3999 5.4485 3.9746  0.47
C10 6.2666 -2.8552 -1.0712  -2.04
Cl22 5.1418 -2.9402 -2.4346  0.51
Cl23 7.9154 -2.6425 -1.6799  0.53
Cl24 5.8375 -1.4830 -0.0393  0.49
Cl25 6.1708 -4.3508 -0.1287  0.52
C11 -8.0392 2.9760 -1.2227  -2.02
Cl26 -9.0870 1.5604 -1.4091  0.52
Cl27 -6.3916 2.5688 -1.7404  0.44
Cl28 -8.6645 4.3086 -2.2094  0.52
Cl29 -8.0091 3.4670 0.4797  0.52
C12 -2.1957 -8.3100 2.1714  -2.05
Cl30 -2.2460 -7.0051 0.9792  0.50
Cl31 -0.7386 -8.1418 3.1656  0.51
Cl32 -3.6292 -8.2224 3.2065  0.52
Cl33 -2.1639 -9.8717 1.3381  0.52

Properties
2S+1 = 1
E = -624937.076 eV
Kohn-Sham gap = 7.838 eV